P) Here is a cluster of 2 separate species, C3H10NS in total from the OMol25 dataset. Energies are from ωB97M-V/def2-TZVPD.

E_HOMO, hartree: -0.0831
Total charge: -1
LUMO level, eV: 4.28
HOMO-LUMO gap, eV: 6.537

Each line ends with the Mulliken charge.
CARTESIAN COORDINATES (ANGSTROEM)
C 0.70383 0.56646 -2.35359  -0.619
N 1.68049 1.49957 -1.74596  -0.670
H -0.33135 0.87274 -2.27495  0.216
H 0.96558 -0.41146 -1.96004  0.181
H 0.93170 0.28879 -3.42456  0.279
H 2.04912 0.95636 -0.98460  0.250
H 1.20103 2.31368 -1.40152  0.316
C -1.45881 -1.28601 2.03026  -0.968
C -0.30556 -0.34502 1.63985  -0.400
S -0.86806 0.99904 0.46951  -0.744
H -2.23881 -1.38304 1.28227  0.290
H -1.84900 -1.02340 3.01349  0.232
H -1.08184 -2.33441 2.08789  0.279
H 0.47209 -0.86717 1.10349  0.136
H 0.12957 0.15388 2.51846  0.222

Q) Here is a cluster of 2 separate species, C3H10NS in total from the OMol25 dataset. Energies are from ωB97M-V/def2-TZVPD.

E_HOMO, hartree: -0.0736
Total charge: -1
LUMO level, eV: 3.58
HOMO-LUMO gap, eV: 5.584

Each line ends with the Mulliken charge.
CARTESIAN COORDINATES (ANGSTROEM)
C -1.91966 1.07503 -0.30206  -0.569
S -0.68523 2.40385 -0.09318  -0.764
H -1.27598 0.26826 -0.66708  -0.039
H -2.85414 1.28716 -0.83795  0.272
H -2.42261 0.74801 0.70998  0.133
C 0.74555 -3.00958 -0.12156  -0.806
N 0.77859 -1.52785 -0.20716  -0.130
C 1.71377 -0.90929 0.74190  -0.887
H 0.85582 -3.48452 -1.14469  0.255
H -0.28129 -3.27124 0.26952  0.199
H 1.56024 -3.28140 0.55711  0.294
H 0.65876 -0.99947 -1.06302  0.222
H 1.55975 -1.15922 1.86277  0.277
H 2.82885 -1.05015 0.54195  0.284
H 1.64621 0.23891 0.80273  0.257

Most stable structure: P)